Record 1
Here is a structure of composition C19H23IIrN5O4S in a non-equilibrium geometry from OMol25. Energies are from the ωB97M-V functional and the def2-TZVPD basis.

* charge: -2
* LUMO energy (spin up / spin down): 4.2 / 3.7 eV
* relative energy (zero: lowest compared OMol25 entry of this formula, charge and spin): 49.8 kcal/mol
* spin multiplicity: 5
* <S²>: 6.02
* frontier orbital gap (spin up / spin down): 1.9 / 6.0 eV
* strongest force on any atom: 4.43 eV Å⁻¹

Atoms and positions in Å:
1 C -1.64 3.32 0.35
2 I 1.02 2.07 -2.45
3 H -1.31 4.07 -0.38
4 H -1.41 3.71 1.38
5 H -2.78 3.24 0.35
6 C -2.26 -1.82 -2.80
7 C -1.26 -1.46 -3.65
8 N -0.29 -0.87 -2.89
9 C -0.67 -0.74 -1.58
10 N -1.92 -1.35 -1.56
11 H -3.16 -2.38 -3.01
12 H -1.15 -1.64 -4.72
13 C 1.96 0.79 3.36
14 C 0.89 1.22 1.41
15 N 0.83 0.54 2.61
16 H 3.60 2.20 2.99
17 N 2.07 1.93 1.50
18 H 2.07 0.36 4.34
19 Ir 0.00 0.78 -0.49
20 C -1.58 1.86 0.23
21 O -2.70 1.40 0.61
22 C 2.70 1.70 2.71
23 C 2.61 2.91 0.59
24 H 3.71 2.92 0.65
25 H 2.24 3.91 0.88
26 H 2.29 2.73 -0.46
27 C -0.16 -0.42 3.02
28 H -0.37 -0.15 4.06
29 H 0.15 -1.48 2.94
30 H -1.06 -0.26 2.43
31 C -2.73 -1.68 -0.42
32 H -3.78 -1.59 -0.71
33 H -2.53 -0.99 0.40
34 H -2.54 -2.72 -0.11
35 C 0.95 -0.45 -3.54
36 H 1.72 -0.33 -2.78
37 H 0.75 0.54 -4.00
38 H 1.26 -1.13 -4.34
39 O 3.22 0.20 -0.69
40 C 2.63 -0.90 -0.31
41 N 1.28 -1.07 -0.30
42 S 0.80 -2.70 0.00
43 O -0.09 -2.77 1.12
44 O 0.38 -3.35 -1.24
45 C 2.45 -3.15 0.41
46 C 2.86 -4.41 0.82
47 C 4.21 -4.59 1.09
48 C 5.11 -3.54 0.87
49 C 4.70 -2.30 0.38
50 C 3.33 -2.11 0.15
51 H 2.12 -5.18 0.91
52 H 4.55 -5.54 1.47
53 H 6.15 -3.70 1.09
54 H 5.38 -1.46 0.16


Record 2
Here is a cluster of 2 separate species, C15H34N5O4 in total in a non-equilibrium geometry from OMol25. Energies are from the ωB97M-V functional and the def2-TZVPD basis.

* charge: +1
* LUMO energy: -2.7 eV
* relative energy (zero: lowest compared OMol25 entry of this formula, charge and spin): 9.3 kcal/mol
* frontier orbital gap: 9.3 eV
* strongest force on any atom: 2.37 eV Å⁻¹

Atoms and positions in Å:
1 O -0.88 7.21 0.94
2 O 2.96 3.20 0.51
3 O -3.66 -6.73 0.94
4 O -2.28 -5.68 -1.15
5 C -0.17 6.45 0.31
6 C 2.21 4.16 0.67
7 C 2.01 -1.14 -1.37
8 N 1.73 -1.49 -0.15
9 N 2.61 5.27 1.30
10 N 1.75 0.08 -1.83
11 N -0.15 5.16 0.65
12 N 2.57 -2.02 -2.14
13 C 0.67 7.01 -0.82
14 C 3.96 5.51 1.81
15 C -4.81 -5.08 2.24
16 C -0.58 -5.72 0.54
17 C -1.07 -3.67 -0.81
18 C 1.08 1.18 -1.10
19 C -2.75 -4.46 0.91
20 C 1.26 2.50 -1.86
21 C -4.00 -5.35 0.97
22 C -1.69 -4.89 -0.13
23 C 0.49 3.70 -1.25
24 C 0.74 4.04 0.24
25 H -3.28 -7.01 1.80
26 H -2.86 -6.35 -0.72
27 H 1.96 -2.41 0.19
28 H 1.34 -0.80 0.47
29 H 1.92 5.99 1.46
30 H 2.03 0.27 -2.77
31 H -0.82 4.96 1.39
32 H 2.79 -1.80 -3.10
33 H 2.76 -2.95 -1.80
34 H 1.68 6.59 -0.82
35 H 0.73 8.09 -0.72
36 H 0.18 6.78 -1.77
37 H 4.70 5.09 1.13
38 H 4.08 5.03 2.79
39 H 4.14 6.58 1.92
40 H -5.71 -5.70 2.25
41 H -5.12 -4.03 2.28
42 H -4.21 -5.30 3.13
43 H -0.06 -5.13 1.30
44 H 0.15 -6.05 -0.20
45 H -1.01 -6.60 1.03
46 H -0.28 -3.99 -1.51
47 H -1.83 -3.13 -1.38
48 H -0.63 -3.00 -0.07
49 H 0.02 0.96 -1.01
50 H 1.51 1.28 -0.11
51 H -2.28 -4.42 1.90
52 H -3.08 -3.44 0.69
53 H 2.32 2.75 -1.91
54 H 0.90 2.37 -2.88
55 H -4.63 -5.13 0.10
56 H 0.74 4.56 -1.87
57 H -0.58 3.51 -1.38
58 H 0.39 3.18 0.81


Record 3
Here is a structure of composition C4H8O3 from OMol25. Energies are from the ωB97M-V functional and the def2-TZVPD basis.

* LUMO energy: 0.0 eV
* relative energy (zero: lowest compared OMol25 entry of this formula, charge and spin): 122.4 kcal/mol
* frontier orbital gap: 10.1 eV
* strongest force on any atom: 0.53 eV Å⁻¹

Atoms and positions in Å:
1 O -0.88 1.77 -0.14
2 C -1.24 0.64 -0.73
3 C -0.82 -0.67 -0.09
4 C 0.70 -0.66 -0.17
5 O 1.29 -1.03 -1.17
6 C 1.45 -0.07 0.99
7 O 2.83 -0.13 0.79
8 H -2.22 1.32 -0.26
9 H -1.26 0.61 -1.84
10 H -2.65 0.53 -0.59
11 H -1.22 -1.54 -0.62
12 H -1.15 -0.68 0.95
13 H 1.08 0.97 1.09
14 H 1.17 -0.60 1.91
15 H 2.94 -0.45 -0.12


Record 4
Here is a structure of composition C54H38F6HgN3O12P3S2 from OMol25. Energies are from the ωB97M-V functional and the def2-TZVPD basis.

* charge: -2
* LUMO energy: 3.4 eV
* relative energy (zero: lowest compared OMol25 entry of this formula, charge and spin): 102.2 kcal/mol
* frontier orbital gap: 6.8 eV
* strongest force on any atom: 0.80 eV Å⁻¹

Atoms and positions in Å:
1 Hg 1.07 1.68 -0.18
2 O -1.64 -0.29 -1.00
3 S -1.34 -0.95 0.33
4 C -1.63 -2.69 -0.04
5 C -2.92 -3.04 -0.34
6 C -3.29 -4.37 -0.64
7 C -2.33 -5.33 -0.59
8 C -2.41 -6.83 -0.77
9 C -0.94 -7.32 -0.69
10 C -0.14 -6.08 -0.36
11 C 1.19 -5.89 -0.13
12 C 1.66 -4.57 0.04
13 C 0.86 -3.45 0.02
14 P 1.68 -1.75 -0.01
15 C 1.59 0.29 -2.73
16 C 2.89 0.46 -2.90
17 C 3.51 -0.71 -3.61
18 C 2.54 -1.26 -4.65
19 C 1.22 -1.09 -4.57
20 C 0.70 -0.48 -3.32
21 C 2.40 -1.88 1.67
22 C 1.72 -1.32 2.75
23 C 2.27 -1.36 4.03
24 C 3.52 -1.94 4.23
25 C 4.21 -2.47 3.15
26 C 3.66 -2.44 1.88
27 C -0.56 -3.64 -0.10
28 C -0.99 -4.96 -0.33
29 C -2.76 -0.56 1.32
30 C -3.19 -1.47 2.26
31 C -4.38 -1.30 3.00
32 C -5.11 -0.18 2.75
33 C -6.43 0.28 3.34
34 C -6.65 1.70 2.74
35 C -5.49 1.89 1.78
36 C -5.18 2.93 0.96
37 C -3.95 2.87 0.27
38 C -3.05 1.83 0.34
39 P -1.45 2.14 -0.59
40 C -1.90 1.98 -2.35
41 C -3.14 1.48 -2.75
42 C -3.43 1.32 -4.10
43 C -2.48 1.65 -5.06
44 C -1.25 2.15 -4.67
45 C -0.95 2.32 -3.32
46 C -1.29 3.94 -0.29
47 C -1.11 4.32 1.04
48 C -0.87 5.64 1.36
49 C -0.78 6.59 0.35
50 C -0.94 6.22 -0.97
51 C -1.19 4.89 -1.30
52 C -3.43 0.68 1.11
53 C -4.63 0.78 1.84
54 H -3.68 -2.28 -0.34
55 H -4.32 -4.60 -0.87
56 H -2.87 -7.10 -1.72
57 H -3.02 -7.28 0.02
58 H -0.61 -7.74 -1.64
59 H -0.81 -8.11 0.06
60 H 1.90 -6.72 -0.12
61 H 2.73 -4.42 0.16
62 H 3.41 1.41 -2.79
63 H 4.40 -0.33 -4.11
64 H 2.98 -1.87 -5.44
65 H 0.55 -1.54 -5.29
66 H -0.22 -0.84 -2.86
67 H 0.75 -0.84 2.62
68 H 1.73 -0.90 4.84
69 H 3.95 -1.95 5.22
70 H 5.20 -2.90 3.30
71 H 4.22 -2.85 1.04
72 H -2.60 -2.36 2.42
73 H -4.68 -2.04 3.72
74 H -6.38 0.30 4.42
75 H -7.23 -0.40 3.06
76 H -6.60 2.46 3.53
77 H -7.61 1.80 2.24
78 H -5.81 3.80 0.87
79 H -3.69 3.73 -0.33
80 H -3.88 1.20 -2.01
81 H -4.39 0.93 -4.39
82 H -2.70 1.52 -6.11
83 H -0.50 2.41 -5.40
84 H 0.02 2.70 -3.01
85 H -1.15 3.58 1.83
86 H -0.72 5.92 2.39
87 H -0.55 7.62 0.59
88 H -0.84 6.95 -1.77
89 H -1.30 4.60 -2.33
90 O 2.45 5.35 -1.36
91 S 2.50 3.96 -0.96
92 O 1.82 3.75 0.39
93 O 1.64 3.11 -1.92
94 O 3.84 3.38 -0.92
95 F -1.14 1.39 2.76
96 P -1.41 1.44 4.37
97 F 0.18 1.49 4.63
98 F -1.69 1.47 5.96
99 F -1.36 -0.19 4.41
100 F -3.01 1.37 4.09
101 F -1.46 3.05 4.30
102 O 8.88 1.42 -0.58
103 N 8.19 0.60 -1.16
104 O 8.62 -0.13 -2.04
105 C 6.78 0.49 -0.79
106 C 6.24 1.37 0.13
107 C 4.92 1.24 0.47
108 C 4.06 0.28 -0.14
109 O 2.80 0.21 0.05
110 C 4.70 -0.67 -0.98
111 C 6.03 -0.55 -1.32
112 N 4.07 -1.83 -1.51
113 O 2.94 -2.40 -0.93
114 O 4.01 -1.89 -2.87
115 N 4.43 2.16 1.51
116 O 5.18 3.05 1.88
117 O 3.32 1.98 1.95
118 H 6.84 2.14 0.57
119 H 6.48 -1.26 -2.00


Record 5
Here is a cluster of 2 separate species, C2H8N2O2 in total in a non-equilibrium geometry from OMol25. Energies are from the ωB97M-V functional and the def2-TZVPD basis.

* LUMO energy: 1.0 eV
* relative energy (zero: lowest compared OMol25 entry of this formula, charge and spin): 33.1 kcal/mol
* frontier orbital gap: 10.9 eV
* strongest force on any atom: 1.94 eV Å⁻¹

Atoms and positions in Å:
1 N -1.70 1.49 -0.56
2 C -1.06 0.41 -1.17
3 O 0.37 0.58 -1.44
4 H -1.31 1.73 0.34
5 H -1.79 2.37 -1.03
6 H -1.11 -0.50 -0.56
7 H -1.47 0.09 -2.13
8 H 0.66 1.25 -0.82
9 C 1.10 -1.03 1.85
10 N 1.37 -1.53 0.61
11 O 0.64 0.08 2.02
12 H 1.10 -1.71 2.70
13 H 2.26 -1.98 0.45
14 H 0.95 -1.25 -0.25